# C5H8O

The molecule C5H8O (ωB97M-V/def2-TZVPD, the OMol25 dataset).

Each line ends with the Löwdin charge.
Geometry (Å):
C 0.942 0.549 -0.702  -0.1381
C 1.039 -0.513 0.419  -0.1366
C -0.366 -0.661 0.971  -0.3508
O -1.199 0.403 0.386  -0.1525
C -1.402 -1.268 0.103  0.0797
C -0.530 0.982 -0.759  -0.1528
H 1.258 0.147 -1.667  0.1109
H 1.587 1.404 -0.475  0.1063
H 1.375 -1.478 0.028  0.1155
H 1.735 -0.197 1.202  0.1078
H -0.447 -0.613 2.060  0.1385
H -2.285 -1.424 0.749  0.0316
H -1.042 0.607 -1.645  0.1172
H -0.668 2.063 -0.668  0.1233

- energy relative to the best compared isomer or geometry (same formula, charge and spin) (kJ/mol) = 417.16
- orbital gap (hartree) = 0.33471

=====

# C4H13N2O3

A cluster of 2 separate species, C4H13N2O3 in total in a non-equilibrium geometry (ωB97M-V/def2-TZVPD, the OMol25 dataset).

Each line ends with the Löwdin charge.
Geometry (Å):
N 0.242 1.203 -2.011  0.2289
C 0.141 0.436 -0.734  -0.1969
C 1.427 0.535 0.115  -0.0943
C 1.422 -0.590 1.140  -0.2258
O 0.788 -0.131 2.340  -0.0584
C -1.044 1.127 -0.040  -0.4800
N -1.871 0.365 0.684  0.2301
O -1.240 2.305 -0.300  0.0684
H -0.353 0.857 -2.745  0.1726
H 1.173 1.236 -2.411  0.1707
H -0.103 2.162 -1.806  0.1605
H -0.024 -0.606 -0.946  0.1309
H 1.508 1.501 0.611  0.1384
H 2.266 0.469 -0.588  0.1258
H 2.418 -0.940 1.365  0.1251
H 0.875 -1.475 0.814  0.1076
H 1.459 -0.098 3.029  0.0992
H -1.521 -0.505 1.045  0.0910
H -2.639 0.787 1.182  0.1391
H -1.772 -2.925 -1.013  0.0587
H -1.793 -3.125 0.474  0.0627
O -1.360 -2.589 -0.205  -0.0543

- charge = +1
- energy relative to the best compared isomer or geometry (same formula, charge and spin) (kJ/mol) = 66.33
- orbital gap (hartree) = 0.40352

=====

# C3H5NO2

A cluster of 2 separate species, C3H5NO2 in total in a non-equilibrium geometry (ωB97M-V/def2-TZVPD, the OMol25 dataset).

Each line ends with the Löwdin charge.
Geometry (Å):
O -0.795 -1.753 -0.582  0.1641
C -0.276 -0.718 -0.444  -0.2506
C 0.088 0.556 -0.658  -0.0744
C -0.683 1.289 -1.646  -0.3186
O -0.478 2.446 -1.951  0.0143
H 0.892 1.029 -0.114  0.1031
H -1.518 0.709 -2.096  0.1245
N 0.639 -0.889 1.614  0.0570
H 1.585 -1.221 1.771  0.0614
H -0.006 -1.495 2.112  0.0620
H 0.552 0.049 1.994  0.0570

- energy relative to the best compared isomer or geometry (same formula, charge and spin) (kJ/mol) = 170.01
- orbital gap (hartree) = 0.35828

=====

# C5H15NO2

A cluster of 2 separate species, C5H15NO2 in total in a non-equilibrium geometry (ωB97M-V/def2-TZVPD, the OMol25 dataset).

Each line ends with the Löwdin charge.
Geometry (Å):
C 0.941 -1.943 0.210  -0.1129
N -0.112 -1.012 0.514  -0.1418
C -0.062 0.232 -0.213  -0.4066
C 0.527 1.439 0.539  -0.0400
C -1.603 0.440 -0.522  -0.1812
C -1.998 0.676 -1.896  -0.2237
O -0.959 1.473 -2.570  -0.1123
H 0.500 -2.634 -0.468  0.0657
H 1.782 -1.513 -0.283  0.0803
H 1.034 -2.428 1.166  0.0669
H -0.339 -0.981 1.492  0.1082
H 0.367 -0.025 -1.200  0.1392
H -0.276 2.257 0.542  0.0969
H 1.565 1.726 0.372  0.0670
H 0.601 0.963 1.599  0.1005
H -2.054 -0.506 -0.176  0.1146
H -2.000 1.121 0.241  0.1122
H -1.988 -0.230 -2.464  0.1108
H -2.875 1.243 -2.016  0.1019
H -0.208 1.636 -1.939  0.0700
O 2.542 -0.905 3.103  -0.0679
H 2.331 -1.712 2.672  -0.0249
H 2.850 -1.438 3.897  0.0772

- energy relative to the best compared isomer or geometry (same formula, charge and spin) (kJ/mol) = 298.43
- orbital gap (hartree) = 0.32630

=====

# C27H54AsF6O27Rb

A structure of composition C27H54AsF6O27Rb in a non-equilibrium geometry (ωB97M-V/def2-TZVPD, the OMol25 dataset).

Each line ends with the Löwdin charge.
Geometry (Å):
Rb 1.402 4.468 1.274  0.9225
As 0.569 0.582 0.035  0.7049
F 0.582 0.795 -1.681  -0.2398
F -1.129 0.252 0.069  -0.2115
F 0.698 0.596 1.714  -0.1916
F 2.281 0.961 -0.012  -0.2657
F 0.233 2.325 0.104  -0.4023
F 0.893 -1.082 -0.113  -0.2012
C 3.855 -5.106 1.802  -0.0554
O 3.483 -4.041 2.661  0.0100
C 3.975 -2.806 2.491  -0.6363
O 3.559 -1.886 3.047  0.2059
O 5.004 -2.794 1.637  -0.0194
C 5.391 -1.541 1.118  -0.0191
H 3.878 -4.841 0.754  0.0928
H 3.069 -5.828 2.006  0.0923
H 4.783 -5.591 2.105  0.0915
H 6.250 -1.734 0.479  0.0969
H 5.709 -0.899 1.938  0.0747
H 4.595 -1.100 0.530  0.1022
C -0.061 3.665 -2.794  -0.0052
O 0.451 4.989 -2.824  0.0554
C 1.587 5.180 -2.276  -0.7214
O 2.184 4.384 -1.601  0.0351
O 2.117 6.254 -2.759  0.0417
C 3.309 6.769 -2.154  -0.0045
H -1.138 3.719 -2.907  0.1052
H 0.109 3.200 -1.825  0.0535
H 0.412 3.027 -3.536  0.1092
H 3.323 7.851 -2.168  0.0957
H 4.169 6.377 -2.701  0.1067
H 3.378 6.378 -1.134  0.0847
C -3.940 -2.502 3.947  -0.0262
O -2.752 -1.737 4.050  -0.0002
C -1.894 -1.770 3.077  -0.6951
O -0.800 -1.440 3.150  0.2126
O -2.487 -2.255 1.975  -0.0396
C -1.635 -2.935 1.082  -0.0432
H -3.654 -3.546 4.004  0.1058
H -4.584 -2.156 3.147  0.0925
H -4.465 -2.259 4.873  0.0883
H -1.739 -2.503 0.091  0.0809
H -1.929 -3.991 1.058  0.0931
H -0.587 -3.005 1.361  0.0994
C -5.076 -4.299 -2.488  -0.0300
O -4.043 -3.326 -2.486  0.0043
C -4.331 -2.036 -2.517  -0.6602
O -5.373 -1.560 -2.809  0.1529
O -3.266 -1.327 -2.212  -0.0201
C -3.242 0.059 -2.600  -0.0133
H -4.690 -5.275 -2.188  0.0866
H -5.500 -4.435 -3.480  0.0992
H -5.790 -4.047 -1.700  0.1017
H -3.421 -0.063 -3.673  0.1057
H -2.218 0.369 -2.436  0.0776
H -3.982 0.726 -2.171  0.0946
C -4.076 0.340 1.069  0.0044
O -4.823 1.524 0.801  0.0172
C -5.742 1.920 1.630  -0.6613
O -5.993 1.485 2.708  0.1483
O -6.388 2.920 1.038  -0.0026
C -7.386 3.572 1.801  -0.0430
H -3.420 0.551 1.914  0.0928
H -3.483 0.190 0.184  0.0676
H -4.742 -0.468 1.354  0.1021
H -8.101 2.827 2.144  0.0961
H -7.860 4.335 1.202  0.0896
H -6.893 4.011 2.668  0.0987
C 7.928 0.798 3.602  -0.0540
O 6.617 0.370 3.885  -0.0073
C 5.519 1.015 3.474  -0.6358
O 4.466 0.600 3.665  0.2145
O 5.886 2.090 2.716  -0.0369
C 4.965 3.034 2.164  -0.0393
H 8.543 0.246 4.303  0.0961
H 8.064 1.854 3.840  0.0934
H 8.162 0.636 2.555  0.0959
H 4.524 3.636 2.967  0.0918
H 4.124 2.628 1.573  0.0826
H 5.567 3.643 1.496  0.0947
C -1.655 -7.043 -2.509  -0.0545
O -1.452 -5.756 -3.051  0.0000
C -0.896 -4.812 -2.293  -0.6786
O -0.521 -4.961 -1.207  0.1620
O -0.803 -3.731 -3.022  0.0278
C -0.006 -2.647 -2.514  -0.0142
H -1.866 -6.971 -1.439  0.0931
H -0.787 -7.685 -2.644  0.0948
H -2.536 -7.485 -2.964  0.0884
H 0.354 -2.848 -1.514  0.0708
H -0.674 -1.780 -2.516  0.0784
H 0.808 -2.328 -3.168  0.0984
C -1.983 3.387 2.323  -0.0654
O -2.850 3.037 3.370  0.0087
C -2.561 1.975 4.129  -0.6485
O -1.520 1.467 4.277  0.1884
O -3.679 1.622 4.745  0.0002
C -3.636 0.640 5.770  -0.0234
H -1.100 3.897 2.761  0.0584
H -2.508 4.111 1.714  0.1032
H -1.458 2.589 1.793  0.0741
H -4.493 0.013 5.570  0.0892
H -3.612 1.184 6.713  0.0990
H -2.718 0.051 5.753  0.0902
C 3.269 1.391 -8.096  -0.0474
O 3.820 1.572 -6.795  -0.0059
C 3.166 1.024 -5.766  -0.6479
O 2.349 0.168 -5.844  0.1498
O 3.574 1.630 -4.664  0.0050
C 3.355 0.954 -3.415  -0.0232
H 3.291 0.345 -8.414  0.0967
H 3.966 1.830 -8.815  0.0904
H 2.302 1.878 -8.182  0.0987
H 4.097 1.325 -2.704  0.0936
H 3.631 -0.107 -3.428  0.1040
H 2.352 1.101 -3.036  0.0656

- energy relative to the best compared isomer or geometry (same formula, charge and spin) (kJ/mol) = 265.07
- orbital gap (hartree) = 0.31959

=====

# C34H48N3P2SeV

A structure of composition C34H48N3P2SeV (ωB97M-V/def2-TZVPD, the OMol25 dataset).

Each line ends with the Löwdin spin population.
Geometry (Å):
V 0.232 0.347 -0.450  2.3040
C -2.326 -1.015 -2.573  0.0029
C -2.278 0.407 -3.122  -0.0077
C -3.691 0.851 -3.504  -0.0023
P -1.426 1.500 -1.922  -0.0088
C -0.782 2.984 -2.787  0.0014
C -0.196 3.927 -1.747  0.0069
C -1.744 3.719 -3.717  -0.0003
C -2.568 2.006 -0.621  -0.0254
C -3.673 2.837 -0.799  0.0015
C -4.398 3.324 0.282  -0.0316
C -5.588 4.211 0.087  -0.0057
C -3.969 2.982 1.563  0.0080
C -2.890 2.141 1.773  -0.0285
C -2.210 1.615 0.676  0.0088
N -1.090 0.745 0.817  -0.1813
C -0.874 0.095 2.074  0.0006
C -1.905 -0.559 2.751  -0.0149
C -1.649 -1.156 3.968  0.0032
C -0.376 -1.131 4.546  -0.0171
C -0.121 -1.780 5.872  -0.0031
C 0.647 -0.517 3.840  0.0023
C 0.421 0.096 2.602  -0.0159
P 1.725 0.754 1.529  -0.0220
C 3.081 -0.501 1.446  -0.0046
C 4.130 -0.477 2.557  -0.0018
C 2.498 -1.905 1.276  0.0006
C 2.386 2.319 2.226  -0.0032
C 1.546 3.512 1.783  0.0015
C 2.489 2.295 3.753  -0.0019
H -2.835 -1.671 -3.280  0.0004
H -2.882 -1.054 -1.631  0.0005
H -1.322 -1.413 -2.415  0.0021
H -1.625 0.426 -4.006  -0.0001
H -4.364 0.748 -2.654  0.0000
H -4.064 0.206 -4.300  -0.0006
H -3.746 1.875 -3.863  0.0000
H 0.038 2.573 -3.397  0.0000
H -0.985 4.415 -1.171  0.0000
H 0.397 4.699 -2.233  0.0002
H 0.451 3.405 -1.036  0.0063
H -2.605 4.111 -3.178  0.0001
H -2.094 3.094 -4.536  0.0000
H -1.229 4.572 -4.158  0.0001
H -3.967 3.132 -1.796  0.0007
H -5.747 4.434 -0.965  0.0001
H -5.461 5.153 0.617  -0.0016
H -6.491 3.737 0.471  -0.0020
H -4.490 3.388 2.419  0.0010
H -2.580 1.916 2.780  -0.0011
H -2.894 -0.603 2.321  -0.0001
H -2.454 -1.655 4.489  0.0004
H -0.977 -1.667 6.535  -0.0004
H 0.749 -1.348 6.360  -0.0002
H 0.060 -2.850 5.750  -0.0014
H 1.640 -0.504 4.267  0.0002
H 3.580 -0.232 0.501  -0.0006
H 3.717 -0.773 3.518  0.0000
H 4.604 0.496 2.671  -0.0001
H 4.917 -1.192 2.315  -0.0003
H 2.134 -2.299 2.224  0.0000
H 3.268 -2.578 0.900  0.0002
H 1.656 -1.946 0.566  0.0013
H 3.388 2.409 1.784  0.0000
H 0.503 3.401 2.085  0.0003
H 1.584 3.657 0.704  0.0009
H 1.929 4.418 2.250  0.0001
H 1.497 2.254 4.202  0.0000
H 2.963 3.219 4.085  -0.0003
H 3.075 1.468 4.143  0.0000
C 4.144 -2.671 -3.154  -0.0001
N 2.880 -3.187 -2.659  0.0008
C 1.823 -2.493 -2.214  0.0055
Se 1.744 -0.616 -2.206  0.0185
N 0.858 -3.359 -1.851  0.0016
C 1.300 -4.662 -2.058  0.0002
C 0.698 -5.896 -1.852  0.0001
C 1.452 -7.002 -2.192  0.0001
C 2.748 -6.889 -2.716  0.0001
C 3.345 -5.661 -2.922  0.0001
C 2.586 -4.549 -2.576  0.0001
H 4.196 -1.604 -2.948  -0.0001
H 4.210 -2.847 -4.227  0.0000
H 4.956 -3.187 -2.641  0.0000
H -0.042 -3.080 -1.493  0.0016
H -0.298 -5.996 -1.456  0.0000
H 1.030 -7.986 -2.054  0.0000
H 3.291 -7.787 -2.968  0.0000
H 4.338 -5.576 -3.332  0.0000

- charge = +2
- energy relative to the best compared isomer or geometry (same formula, charge and spin) (kJ/mol) = 35.01
- multiplicity = 3
- orbital gap (alpha / beta) (hartree) = 0.24044 / 0.28112

=====

What is the energy relative to the best compared isomer or geometry (same formula, charge and spin) in the second record?
66.33 kJ/mol